Molecular formula: C27H26BiN6O8P2
Method: DFT, ωB97M-V/def2-TZVPD

The gap between HOMO and LUMO comes out at 0.2283 hartree. As for the lowest unoccupied orbital energy: -3.4 eV. Its HOMO energy is -0.3544 Ha. The value obtained for the total energy is -78156.953 eV. The total charge is +1. The calculation puts the relative energy (zero: lowest compared OMol25 entry of this formula, charge and spin) at 126.2 kcal per mole.

The geometry in XYZ format:
```
70
C27H26BiN6O8P2 | the Open Molecules 2025 dataset | ωB97M-V/def2-TZVPD
H 0.19 -6.08 0.11
N -3.27 -0.16 0.96
C 2.50 -4.66 -0.18
N -0.32 -2.33 -0.54
C -2.29 -0.27 1.87
H -3.55 0.40 7.02
P 0.37 3.32 -0.94
C -4.03 -0.22 3.72
C 4.48 -1.53 -0.58
C 3.46 0.70 -1.19
H 3.88 1.50 -1.81
C -3.55 0.21 -1.28
C 3.33 -2.40 -0.63
N -2.82 -0.17 -0.30
C -1.36 -3.12 -0.32
C -4.31 -0.05 5.08
H 1.29 4.72 1.08
C -3.31 0.26 5.97
C -2.69 -0.13 3.28
O 0.52 2.41 -2.28
O -5.06 -0.47 2.91
H -0.67 0.24 3.85
H -1.23 0.07 -6.02
H -4.76 -0.38 1.99
O 3.90 1.96 1.24
H -2.10 -5.11 0.02
Bi -0.46 -0.02 -0.59
O 2.46 0.12 -2.03
C 3.52 -3.76 -0.29
H 2.70 -5.70 0.04
N 1.66 3.78 1.24
P 2.68 1.51 0.28
N 1.59 -0.83 -1.49
H -4.64 1.11 -3.62
H 3.37 3.71 -1.74
C 3.11 4.10 -0.75
C 2.02 -1.96 -0.93
C 0.93 -2.85 -0.58
C -3.02 0.66 -4.96
C 4.56 -0.20 -0.76
O -0.52 2.60 0.03
N -1.68 -0.20 -2.71
O 0.20 4.75 -1.25
H 4.02 4.15 -0.16
O 1.69 0.69 1.01
C -1.73 0.15 -5.06
H -2.34 -2.65 -0.27
H 5.40 -2.02 -0.31
H -1.21 0.63 6.24
H 2.70 5.10 -0.90
C -1.09 -0.25 -3.90
H 2.43 3.79 1.91
H 4.19 1.23 1.81
C 1.17 -4.21 -0.28
C -2.95 0.24 -2.61
H 4.54 -4.10 -0.13
O -1.06 -0.46 1.60
H -0.07 -0.62 -3.91
H 5.52 0.29 -0.65
C 0.04 -5.03 -0.08
C 2.06 3.21 -0.10
H -4.58 0.54 -1.13
H -5.34 -0.15 5.39
C -1.22 -4.49 -0.13
C -1.99 0.38 5.54
C -3.64 0.70 -3.73
H 0.70 2.99 -3.03
H 0.87 3.20 1.58
C -1.69 0.17 4.21
H -3.53 1.03 -5.84
```


Molecular formula: C27H26Br3N6O5Tc
Method: DFT, ωB97M-V/def2-TZVPD

The gap between HOMO and LUMO (alpha / beta) comes out at 0.2351 / 0.2277 hartree. Its spin multiplicity is 4. As for the lowest unoccupied orbital energy (alpha / beta): -8.8 / -9.6 eV. Its HOMO energy (alpha / beta) is -0.5601 / -0.5798 Ha. The value obtained for the total energy is -259896.637 eV. The total charge is +3. The calculation puts the relative energy (zero: lowest compared OMol25 entry of this formula, charge and spin) at 11.8 kcal per mole.

The geometry in XYZ format:
```
68
C27H26Br3N6O5Tc | the Open Molecules 2025 dataset | ωB97M-V/def2-TZVPD
C -3.30 3.16 -1.01
C -1.06 -6.62 3.82
O 5.49 -3.12 -4.11
C -3.17 -5.50 3.89
H -3.13 5.05 -1.88
H -0.16 3.65 -0.17
H 3.85 0.17 -5.29
N 5.07 -2.09 -4.59
N -4.18 -4.74 3.32
H -1.33 1.49 -1.78
C -1.31 -7.10 5.12
H -0.14 -6.90 3.32
C 2.13 -1.87 -0.73
O 5.42 -1.59 -5.64
C -1.24 4.17 -1.97
O -1.41 -0.78 -1.01
H -4.47 -3.99 -0.20
C 2.48 0.45 -3.66
O 1.26 -1.43 0.06
C -2.49 -2.38 2.08
H -1.82 -5.47 2.19
C 1.89 2.65 2.55
C -3.71 -3.31 0.16
Br 2.21 1.60 0.93
H -3.57 2.74 -1.98
H -1.00 -1.12 4.85
N -1.13 1.94 -0.88
H -0.73 5.12 -2.10
C -2.07 -1.61 -0.25
N -2.56 4.44 -1.29
H -1.47 3.76 -2.96
Tc 0.10 0.22 -0.16
H -2.40 4.95 -0.42
C -0.42 3.20 -1.14
H -2.96 1.27 -0.08
H 0.51 2.98 -1.66
H 0.10 0.26 3.11
H 4.00 -2.85 -2.30
C 3.47 -0.21 -4.35
C 2.00 -0.06 -2.45
H 2.15 2.02 3.39
H 2.05 1.36 -4.05
C 3.57 -1.93 -2.67
C -2.49 -6.79 5.79
C -1.84 -1.54 1.16
C -0.64 -0.48 2.84
C -1.26 -1.26 3.82
C -3.43 -6.01 5.17
C -3.02 -2.51 -0.73
C 4.00 -1.40 -3.84
H -3.21 -2.56 -1.79
H 2.62 -2.80 -0.43
C -3.44 -3.31 1.53
C -2.19 -2.20 3.45
H -2.66 -7.18 6.78
O 1.05 0.61 -1.82
H -2.68 -2.80 4.20
N -4.23 -4.12 2.31
C 2.55 -1.27 -1.94
N -0.93 -0.60 1.55
C -2.42 2.21 -0.21
H 2.55 3.51 2.47
Br -0.03 -8.18 5.94
C -1.99 -5.82 3.20
H -4.38 -5.77 5.65
H -4.21 3.41 -0.47
H -2.21 2.62 0.77
Br 0.09 3.25 2.76
```


Question: Which formula does entry 1 have?
Answer: C27H26BiN6O8P2


Please write out number 2 again, unchanged.
Molecular formula: C27H26Br3N6O5Tc
Method: DFT, ωB97M-V/def2-TZVPD

The gap between HOMO and LUMO (alpha / beta) comes out at 0.2351 / 0.2277 hartree. Its spin multiplicity is 4. As for the lowest unoccupied orbital energy (alpha / beta): -8.8 / -9.6 eV. Its HOMO energy (alpha / beta) is -0.5601 / -0.5798 Ha. The value obtained for the total energy is -259896.637 eV. The total charge is +3. The calculation puts the relative energy (zero: lowest compared OMol25 entry of this formula, charge and spin) at 11.8 kcal per mole.

The geometry in XYZ format:
```
68
C27H26Br3N6O5Tc | the Open Molecules 2025 dataset | ωB97M-V/def2-TZVPD
C -3.30 3.16 -1.01
C -1.06 -6.62 3.82
O 5.49 -3.12 -4.11
C -3.17 -5.50 3.89
H -3.13 5.05 -1.88
H -0.16 3.65 -0.17
H 3.85 0.17 -5.29
N 5.07 -2.09 -4.59
N -4.18 -4.74 3.32
H -1.33 1.49 -1.78
C -1.31 -7.10 5.12
H -0.14 -6.90 3.32
C 2.13 -1.87 -0.73
O 5.42 -1.59 -5.64
C -1.24 4.17 -1.97
O -1.41 -0.78 -1.01
H -4.47 -3.99 -0.20
C 2.48 0.45 -3.66
O 1.26 -1.43 0.06
C -2.49 -2.38 2.08
H -1.82 -5.47 2.19
C 1.89 2.65 2.55
C -3.71 -3.31 0.16
Br 2.21 1.60 0.93
H -3.57 2.74 -1.98
H -1.00 -1.12 4.85
N -1.13 1.94 -0.88
H -0.73 5.12 -2.10
C -2.07 -1.61 -0.25
N -2.56 4.44 -1.29
H -1.47 3.76 -2.96
Tc 0.10 0.22 -0.16
H -2.40 4.95 -0.42
C -0.42 3.20 -1.14
H -2.96 1.27 -0.08
H 0.51 2.98 -1.66
H 0.10 0.26 3.11
H 4.00 -2.85 -2.30
C 3.47 -0.21 -4.35
C 2.00 -0.06 -2.45
H 2.15 2.02 3.39
H 2.05 1.36 -4.05
C 3.57 -1.93 -2.67
C -2.49 -6.79 5.79
C -1.84 -1.54 1.16
C -0.64 -0.48 2.84
C -1.26 -1.26 3.82
C -3.43 -6.01 5.17
C -3.02 -2.51 -0.73
C 4.00 -1.40 -3.84
H -3.21 -2.56 -1.79
H 2.62 -2.80 -0.43
C -3.44 -3.31 1.53
C -2.19 -2.20 3.45
H -2.66 -7.18 6.78
O 1.05 0.61 -1.82
H -2.68 -2.80 4.20
N -4.23 -4.12 2.31
C 2.55 -1.27 -1.94
N -0.93 -0.60 1.55
C -2.42 2.21 -0.21
H 2.55 3.51 2.47
Br -0.03 -8.18 5.94
C -1.99 -5.82 3.20
H -4.38 -5.77 5.65
H -4.21 3.41 -0.47
H -2.21 2.62 0.77
Br 0.09 3.25 2.76
```


Question: Look up the relative energy (zero: lowest compared OMol25 entry of this formula, charge and spin) of the second one.
Answer: 11.8 kcal per mole


Question: Number 1 is which compound?
Answer: C27H26BiN6O8P2